The following is a quantum chemistry calculation of a gas-phase ion, C25H40N (charge +1) in a non-equilibrium geometry, from the OMol25 dataset.

Output
**Charge**: +1
**Multiplicity**: 1
**HOMO-LUMO gap**: 8.37 eV
**HOMO**: -12.792 eV
**Maximum force**: 1.1 eV/Å
**Energy above the lowest of the compared OMol25 structures with the same formula, charge and spin**: 0.9 kcal per mole
**SMILES**: CCCCCCCCCCCCCCCC[n+]1cccc2ccccc21

CARTESIAN COORDINATES (ANGSTROEM)
1 C -1.930 3.700 -0.340
2 C -0.428 3.481 -0.204
3 C 0.105 2.520 -1.266
4 C 1.621 2.353 -1.183
5 C 2.198 1.485 -2.304
6 C 1.918 -0.006 -2.125
7 C 2.501 -0.832 -3.275
8 C 2.638 -2.330 -2.982
9 C 1.384 -3.180 -3.204
10 C 0.199 -2.796 -2.314
11 C -0.682 -3.999 -1.974
12 C -2.009 -3.625 -1.302
13 C -1.895 -2.576 -0.193
14 C -0.968 -2.993 0.948
15 C -0.745 -1.883 1.979
16 C 0.021 -0.702 1.368
17 N 0.296 0.335 2.347
18 C 1.508 0.396 2.881
19 C 1.860 1.338 3.838
20 C 0.917 2.248 4.253
21 C -0.378 2.204 3.707
22 C -1.377 3.120 4.104
23 C -2.632 3.059 3.566
24 C -2.932 2.081 2.606
25 C -1.987 1.178 2.191
26 C -0.688 1.212 2.729
27 H -2.156 4.161 -1.298
28 H -2.468 2.756 -0.284
29 H -2.296 4.354 0.448
30 H 0.083 4.440 -0.302
31 H -0.200 3.092 0.794
32 H -0.152 2.910 -2.252
33 H -0.390 1.552 -1.160
34 H 2.076 3.344 -1.241
35 H 1.895 1.927 -0.211
36 H 3.280 1.634 -2.339
37 H 1.791 1.818 -3.259
38 H 2.371 -0.336 -1.184
39 H 0.843 -0.166 -2.061
40 H 3.498 -0.441 -3.490
41 H 1.896 -0.689 -4.171
42 H 3.417 -2.731 -3.633
43 H 2.983 -2.463 -1.952
44 H 1.655 -4.218 -3.000
45 H 1.090 -3.123 -4.253
46 H 0.588 -2.370 -1.389
47 H -0.405 -2.036 -2.814
48 H -0.120 -4.678 -1.330
49 H -0.912 -4.544 -2.890
50 H -2.688 -3.228 -2.060
51 H -2.463 -4.531 -0.898
52 H -2.894 -2.389 0.210
53 H -1.544 -1.648 -0.646
54 H -0.004 -3.305 0.550
55 H -1.403 -3.853 1.459
56 H -1.707 -1.550 2.373
57 H -0.164 -2.281 2.814
58 H 0.972 -1.063 0.973
59 H -0.535 -0.262 0.539
60 H 2.233 -0.327 2.536
61 H 2.862 1.343 4.233
62 H 1.155 2.998 4.992
63 H -1.124 3.867 4.841
64 H -3.393 3.758 3.871
65 H -3.924 2.043 2.184
66 H -2.260 0.449 1.448

Here are the Löwdin charges for atoms 1 to 5, given in e:
1 C -0.108
2 C -0.262
3 C -0.224
4 C -0.215
5 C -0.211

---

The following is a quantum chemistry calculation of a molecular structure, C25H40N2OPPt in a non-equilibrium geometry, from the OMol25 dataset.

Output
**Charge**: +1
**Multiplicity**: 3
**HOMO-LUMO gap (spin up / spin down)**: 6.48 / 6.89 eV
**HOMO (spin up / spin down)**: -9.357 / -11.575 eV
**Maximum force**: 5.0 eV/Å
**Energy above the lowest of the compared OMol25 structures with the same formula, charge and spin**: 66.6 kcal per mole

CARTESIAN COORDINATES (ANGSTROEM)
1 Pt -0.345 -0.705 -1.423
2 O 1.865 1.083 -3.141
3 C 0.913 1.981 -3.626
4 C -1.729 2.237 -3.273
5 C -2.508 3.094 -4.016
6 C -3.911 2.869 -4.002
7 C -4.461 1.781 -3.292
8 C -3.644 1.000 -2.503
9 N -2.332 1.303 -2.512
10 H 1.345 0.204 -3.085
11 H 0.841 1.932 -4.692
12 H 1.251 2.982 -3.354
13 H -2.056 3.915 -4.513
14 H -4.524 3.674 -4.485
15 H -5.552 1.673 -3.350
16 H -3.901 0.033 -2.098
17 C -2.174 1.627 3.641
18 C -2.935 1.085 2.389
19 C -2.022 0.745 1.162
20 C -0.612 0.328 1.748
21 C 0.009 1.624 2.256
22 C -0.957 2.466 3.196
23 P 0.373 -0.755 0.642
24 C 0.114 -2.613 1.149
25 C 1.103 -3.628 0.551
26 C 0.981 -3.852 -0.964
27 C -0.506 -4.235 -1.379
28 C -1.549 -3.279 -0.730
29 C -1.333 -2.979 0.778
30 C 2.132 -0.298 0.706
31 C 2.426 1.094 0.173
32 C 3.932 1.469 0.451
33 C 4.829 0.249 0.892
34 C 4.261 -0.424 2.159
35 C 2.702 -0.531 2.090
36 H -1.839 0.740 4.219
37 H -2.805 2.298 4.239
38 H -3.582 1.843 2.007
39 H -3.624 0.269 2.642
40 H -1.940 1.601 0.516
41 H -2.380 -0.065 0.468
42 H -0.837 -0.287 2.658
43 H 0.211 2.301 1.340
44 H 0.957 1.477 2.815
45 H -1.365 3.347 2.668
46 H -0.453 2.886 4.114
47 H 0.243 -2.659 2.282
48 H 0.962 -4.626 1.029
49 H 2.148 -3.309 0.776
50 H 1.608 -4.653 -1.366
51 H 1.345 -3.007 -1.575
52 H -0.734 -5.274 -1.088
53 H -0.640 -4.189 -2.488
54 H -2.561 -3.665 -0.874
55 H -1.552 -2.364 -1.376
56 H -1.532 -3.871 1.428
57 H -1.925 -2.122 1.164
58 H 2.588 -1.120 0.129
59 H 1.769 1.876 0.513
60 H 2.409 0.980 -0.918
61 H 3.988 2.284 1.168
62 H 4.307 1.878 -0.517
63 H 5.822 0.638 1.207
64 H 4.939 -0.399 0.058
65 H 4.558 0.214 2.991
66 H 4.745 -1.388 2.384
67 H 2.285 0.186 2.849
68 H 2.326 -1.550 2.417
69 N -0.443 1.775 -3.107
70 C -1.024 0.808 -2.320

Here are the Löwdin charges for atoms 1 to 5, given in e:
1 Pt 0.780
2 O -0.064
3 C -0.197
4 C -0.245
5 C 0.035

---

The following is a quantum chemistry calculation of a molecular structure, C25H41Al2Br2ClF4LiN2O16 in a non-equilibrium geometry, from the OMol25 dataset.

Output
**Charge**: +3
**Multiplicity**: 1
**HOMO-LUMO gap**: 1.17 eV
**HOMO**: -14.197 eV
**Maximum force**: 5.4 eV/Å

CARTESIAN COORDINATES (ANGSTROEM)
1 O 3.440 3.171 -5.079
2 C 4.159 4.081 -5.535
3 O 5.389 3.673 -6.172
4 C 3.830 5.645 -5.516
5 O 2.900 6.062 -4.490
6 C 1.655 6.461 -5.132
7 O 1.397 7.649 -5.404
8 C 0.629 5.240 -5.402
9 C -0.208 5.076 -6.692
10 C -1.108 3.789 -6.765
11 N -1.120 2.834 -5.686
12 C -0.366 2.955 -4.462
13 C 0.561 4.174 -4.251
14 H 5.087 3.223 -7.005
15 H 3.389 5.967 -6.549
16 H 4.843 6.200 -5.347
17 H -0.152 5.840 -7.532
18 H -1.744 3.657 -7.715
19 H -1.707 1.989 -5.798
20 H -0.387 2.165 -3.641
21 H 1.192 4.326 -3.311
22 C 3.032 0.759 -0.207
23 C 1.705 1.492 -0.064
24 O 0.659 0.789 -0.747
25 C 0.169 -0.286 -0.118
26 O 0.531 -0.707 0.976
27 O -0.753 -0.840 -0.895
28 C -1.292 -2.068 -0.378
29 H 3.259 0.567 -1.267
30 H 3.857 1.351 0.243
31 H 3.009 -0.222 0.292
32 H 1.781 2.474 -0.531
33 H 1.444 1.654 0.985
34 H -1.664 -1.939 0.642
35 H -0.532 -2.854 -0.419
36 H -2.127 -2.364 -1.012
37 F 2.823 -3.229 -1.198
38 Al 1.847 -4.376 -2.152
39 F 2.661 -5.944 -2.212
40 F 1.633 -3.746 -3.795
41 F 0.257 -4.558 -1.377
42 Li 4.505 7.528 -6.577
43 Cl 4.263 2.376 -1.285
44 C -1.508 3.912 -0.042
45 C -2.068 2.547 0.293
46 C -3.034 2.870 1.416
47 O -3.518 4.197 1.176
48 C -2.719 4.804 0.155
49 H -1.087 3.981 -1.048
50 H -0.727 4.179 0.675
51 H -2.615 2.148 -0.568
52 H -1.308 1.818 0.581
53 H -2.530 2.868 2.388
54 H -3.875 2.175 1.458
55 H -3.324 4.859 -0.757
56 H -2.448 5.819 0.454
57 Al 1.047 -2.597 1.727
58 C 2.256 -7.032 6.531
59 O 2.312 -5.637 6.227
60 C 1.361 -4.904 6.824
61 O 0.502 -5.320 7.563
62 O 1.530 -3.620 6.454
63 C 0.580 -2.722 7.020
64 H 3.069 -7.523 5.996
65 H 2.396 -7.200 7.601
66 H 1.311 -7.463 6.193
67 H 0.653 -2.717 8.110
68 H -0.432 -2.985 6.701
69 H 0.809 -1.719 6.655
70 C 1.469 6.462 2.181
71 N 1.856 5.076 1.805
72 O 1.565 4.693 0.677
73 O 2.435 4.418 2.648
74 H 0.963 6.926 1.336
75 H 0.803 6.396 3.040
76 H 2.382 7.002 2.428
77 C -3.127 -6.153 -3.456
78 C -3.131 -7.368 -2.581
79 O -2.745 -6.850 -1.314
80 C -3.061 -5.530 -1.308
81 O -3.021 -4.830 -0.333
82 O -3.428 -5.102 -2.546
83 H -3.875 -6.207 -4.249
84 H -2.148 -5.963 -3.905
85 H -4.125 -7.817 -2.491
86 H -2.428 -8.129 -2.920
87 Br -2.774 -3.829 5.998
88 C -3.777 -4.450 7.549
89 C -3.653 -5.943 7.713
90 Br -4.777 -6.886 6.433
91 H -4.806 -4.112 7.418
92 H -3.335 -3.930 8.401
93 H -4.017 -6.254 8.695
94 H -2.636 -6.310 7.575

Here are the Löwdin charges for atoms 1 to 5, given in e:
1 O 0.116
2 C -0.330
3 O 0.060
4 C -0.129
5 O -0.044